# 1
A cluster of 2 separate species, C7H18N3O in total at a distorted geometry, computed with wB97M-V/def2-TZVPD.

CARTESIAN COORDINATES (ANGSTROEM)
C (1.8652, 0.1692, 0.0929)
C (-0.2079, 0.3745, -2.1151)
C (0.4738, -1.9934, 1.3435)
C (-1.3153, -1.8537, -0.2854)
C (-1.7369, 1.0399, 0.9024)
C (-0.0400, 2.5300, 0.0422)
C (0.3692, -0.0178, -0.1030)
N (2.6421, -0.6510, -0.6171)
N (-0.1125, -1.2417, 0.2455)
N (-0.3050, 1.2092, 0.6443)
O (2.2739, 0.9966, 0.8837)
H (-1.2070, 0.7599, -2.0664)
H (0.5468, 1.0682, -2.4355)
H (-0.1170, -0.5996, -2.5598)
H (0.7880, -2.9811, 1.0024)
H (1.3346, -1.4758, 1.7589)
H (-0.2649, -2.1303, 2.1385)
H (-1.0590, -2.8182, -0.7309)
H (-2.0493, -2.0398, 0.5025)
H (-1.7683, -1.2315, -1.0472)
H (-2.2831, 1.0629, -0.0413)
H (-1.9356, 0.0989, 1.4066)
H (-2.0998, 1.8537, 1.5284)
H (1.0315, 2.6834, -0.0568)
H (-0.5154, 2.6090, -0.9308)
H (-0.4403, 3.3066, 0.6922)
H (2.2741, -1.3476, -1.2404)
H (3.6416, -0.5937, -0.4883)
H (0.2167, 1.2131, 1.5341)

The total charge is +1. The energy comes out at -14061.02622 eV. As for the orbital gap: 9.743 eV.

---

# 2
A cluster of 2 separate species, C7H18N4 in total at a distorted geometry, computed with wB97M-V/def2-TZVPD.

CARTESIAN COORDINATES (ANGSTROEM)
C (1.0120, -0.7864, 0.7682)
C (0.4849, 2.7468, -1.1452)
C (-5.1971, 0.2377, -0.0066)
C (3.7462, -2.3020, -0.5714)
C (0.6814, 2.6422, 0.2971)
C (-3.8566, -0.0935, -0.5912)
C (3.1480, -1.9977, 0.8003)
N (0.6294, 1.5605, 1.0740)
N (-2.7509, -0.5501, -0.0805)
N (2.3290, -0.8183, 0.9128)
N (0.2799, 0.2909, 0.7342)
H (0.5769, -1.7625, 1.0232)
H (1.0199, 3.6056, -1.6328)
H (0.8097, 1.9038, -1.7512)
H (-0.5863, 2.9390, -1.4535)
H (-5.3889, 1.2070, -0.2118)
H (-5.9731, -0.2016, -0.7404)
H (-5.2708, 0.0602, 1.1214)
H (3.0616, -2.4783, -1.4243)
H (4.5557, -1.6248, -1.0283)
H (4.3860, -3.1954, -0.4905)
H (-2.0770, -1.0575, -0.6986)
H (0.5696, 3.6832, 0.7022)
H (0.7260, 1.6700, 2.1009)
H (-3.7941, -0.1262, -1.7256)
H (3.9166, -1.7817, 1.4691)
H (2.7426, -2.9819, 0.9418)
H (-2.6292, -0.8337, 0.8996)
H (2.8488, 0.0447, 0.7070)

The total charge is +2. The energy comes out at -13492.34408 eV. As for the orbital gap: 8.886 eV.

---

# 3
The ion C7H18N6O with charge +2 at a distorted geometry, computed with wB97M-V/def2-TZVPD.

CARTESIAN COORDINATES (ANGSTROEM)
N (-1.2262, 0.8578, -2.7418)
C (-0.2211, 0.2024, -2.1997)
O (0.6601, -0.4637, -2.7066)
N (-0.0663, 0.4092, -0.5945)
N (-0.8324, 1.3754, 0.0048)
C (-2.1191, 1.0849, 0.7248)
C (-1.5927, 0.7489, 2.1180)
N (-0.3716, 1.6887, 2.2177)
C (-0.2859, 2.3323, 0.8980)
N (0.5649, -0.5195, 0.1307)
C (0.0789, -1.9592, 0.0806)
C (1.2460, -2.7864, -0.5197)
N (2.2232, -1.8363, -0.9742)
C (2.1194, -0.6280, -0.1753)
H (-1.7704, 1.5708, -2.2233)
H (-1.3075, 0.8151, -3.7209)
H (-2.6753, 0.2787, 0.3236)
H (-2.6822, 1.9961, 0.7915)
H (-2.2562, 0.7273, 2.9422)
H (-1.1736, -0.2947, 1.9318)
H (-0.4794, 2.3821, 3.0927)
H (0.4829, 1.0169, 2.4082)
H (0.6549, 2.7846, 0.6824)
H (-0.8921, 3.3166, 0.8425)
H (-0.8247, -2.0097, -0.6257)
H (-0.1937, -2.2992, 1.1520)
H (1.7706, -3.2851, 0.3434)
H (0.8696, -3.5103, -1.2406)
H (3.1235, -2.2313, -1.1126)
H (1.9150, -1.5413, -1.9398)
H (2.4205, 0.3429, -0.5947)
H (2.8410, -0.5660, 0.6848)

The total charge is +2. The energy comes out at -18520.24083 eV. As for the orbital gap: 10.434 eV. Its SMILES is NC(=O)N(N1CC[NH2+]C1)N1CC[NH2+]C1.